Density functional theory data (the ωB97M-V functional and the def2-TZVPD basis) for a 2-piece molecular cluster, C7H12O overall in a non-equilibrium geometry.

Output
ΔE to the lowest compared entry with this formula, charge and spin, kJ/mol: 371.60
SMILES: C=C/C=C/C=C/C.O
Gap between HOMO and LUMO, eV: 9.3
Total charge: 0

Last columns: bonded neighbours and bond lengths (Å).
Positions of all 20 atoms, in Å:
1 C -2.24537 1.18366 0.58747  C2 1.348, C4 1.491, H8 1.095
2 C -3.50520 0.77452 0.33681  C1 1.348, H9 1.075, H10 1.084
3 C 0.00551 0.94157 -0.28304  C4 1.417, C7 1.429, H11 1.134
4 C -0.90687 0.54113 0.72380  C1 1.491, C3 1.417, H12 1.030
5 C 3.45025 -0.27994 -1.11310  C6 1.457, H13 1.036, H14 1.111, H15 1.151
6 C 2.01347 -0.08803 -0.97020  C5 1.457, C7 1.337, H16 1.150
7 C 1.42470 0.81560 -0.17966  C3 1.429, C6 1.337, H17 1.188
8 H -2.20242 2.27279 0.48124  C1 1.095
9 H -3.96986 -0.18756 0.45492  C2 1.075
10 H -4.18243 1.43349 -0.19477  C2 1.084
11 H -0.15891 1.32508 -1.33733  C3 1.134
12 H -0.53501 0.01912 1.52950  C4 1.030
13 H 3.83337 -0.28229 -2.07533  C5 1.036
14 H 4.09108 0.28779 -0.40478  C5 1.111
15 H 3.76697 -1.30494 -0.69660  C5 1.151
16 H 1.21012 -0.75755 -1.44905  C6 1.150
17 H 2.19873 1.50481 0.40101  C7 1.188
18 H -1.89728 -2.29776 0.81462  O20 1.015
19 H -0.97094 -2.83497 2.10077  O20 0.969
20 O -1.41988 -3.06654 1.27375  H18 1.015, H19 0.969



Density functional theory data (the ωB97M-V functional and the def2-TZVPD basis) for C27H38N4O2S in the gas phase.

Output
ΔE to the lowest compared entry with this formula, charge and spin, kJ/mol: 10.85
SMILES: CCOc1ccc(NC(=S)N(CCN2CCOCC2)Cc2ccc3c(c2)CCCN3CC)cc1
Gap between HOMO and LUMO, eV: 8.2
Total charge: 0

Last columns: bonded neighbours and bond lengths (Å).
Positions of all 72 atoms, in Å:
1 C -7.05753 -1.66255 1.51937  C2 1.527, H70 1.087, H71 1.087, H72 1.087
2 C -6.08676 -2.82945 1.35593  C1 1.527, O3 1.411, H68 1.094, H69 1.098
3 O -4.97785 -2.74223 2.22409  C2 1.411, C4 1.364
4 C -3.97321 -1.85818 1.95783  O3 1.364, C5 1.395, C9 1.391
5 C -2.98840 -1.75300 2.94078  C4 1.395, C6 1.378, H67 1.078
6 C -1.91186 -0.90644 2.78963  C5 1.378, C7 1.392, H66 1.076
7 C -1.78338 -0.14572 1.63094  C6 1.392, C8 1.391, N12 1.401
8 C -2.76732 -0.24389 0.65246  C7 1.391, C9 1.383, H11 1.082
9 C -3.85264 -1.08652 0.80690  C4 1.391, C8 1.383, H10 1.079
10 H -4.58776 -1.13034 0.01816  C9 1.079
11 H -2.67875 0.34717 -0.24961  C8 1.082
12 N -0.74619 0.77037 1.41053  C7 1.401, C13 1.360, H65 1.013
13 C 0.57990 0.63988 1.68399  N12 1.360, N14 1.359, S64 1.658
14 N 1.40526 1.55972 1.11939  C13 1.359, C15 1.446, C35 1.455
15 C 2.79905 1.59969 1.50333  N14 1.446, H16 1.093, H17 1.091, C18 1.534
16 H 3.14391 2.63644 1.49538  C15 1.093
17 H 2.87125 1.21212 2.52066  C15 1.091
18 C 3.68172 0.76495 0.56625  C15 1.534, N19 1.451, H33 1.094, H34 1.102
19 N 5.08824 0.96801 0.85892  C18 1.451, C20 1.456, C24 1.454
20 C 5.51956 0.24507 2.04646  N19 1.456, C21 1.528, H31 1.104, H32 1.089
21 C 6.97860 0.58940 2.34075  C20 1.528, O22 1.409, H29 1.101, H30 1.091
22 O 7.81713 0.26791 1.25522  C21 1.409, C23 1.407
23 C 7.39199 0.93869 0.09433  O22 1.407, C24 1.529, H27 1.101, H28 1.092
24 C 5.94439 0.59230 -0.25433  N19 1.454, C23 1.529, H25 1.105, H26 1.093
25 H 5.87489 -0.48791 -0.47480  C24 1.105
26 H 5.64290 1.15299 -1.14238  C24 1.093
27 H 7.47244 2.02673 0.24153  C23 1.101
28 H 8.06678 0.62837 -0.70558  C23 1.092
29 H 7.05557 1.66475 2.56285  C21 1.101
30 H 7.34567 0.01431 3.19223  C21 1.091
31 H 5.42261 -0.84532 1.90436  C20 1.104
32 H 4.90309 0.54048 2.89478  C20 1.089
33 H 3.50560 1.09234 -0.46302  C18 1.094
34 H 3.38803 -0.29439 0.64899  C18 1.102
35 C 0.97702 2.50045 0.09498  N14 1.455, C36 1.511, H62 1.100, H63 1.094
36 C 0.17737 1.86638 -1.01961  C35 1.511, C37 1.390, C41 1.389
37 C 0.50666 0.61053 -1.51532  C36 1.390, C38 1.381, H61 1.080
38 C -0.25581 -0.02570 -2.47474  C37 1.381, C39 1.410, C54 1.504
39 C -1.40690 0.60193 -2.99365  C38 1.410, C40 1.402, N44 1.376
40 C -1.70377 1.88920 -2.52548  C39 1.402, C41 1.380, H43 1.077
41 C -0.93252 2.50320 -1.55945  C36 1.389, C40 1.380, H42 1.082
42 H -1.21062 3.48858 -1.21069  C41 1.082
43 H -2.55829 2.42651 -2.90198  C40 1.077
44 N -2.17654 -0.01955 -3.94942  C39 1.376, C45 1.444, C52 1.447
45 C -3.47238 0.49402 -4.32646  N44 1.444, C46 1.531, H50 1.094, H51 1.093
46 C -4.55658 0.23656 -3.27664  C45 1.531, H47 1.087, H48 1.087, H49 1.088
47 H -5.50544 0.64872 -3.60983  C46 1.087
48 H -4.28749 0.69951 -2.33026  C46 1.087
49 H -4.68007 -0.83190 -3.11585  C46 1.088
50 H -3.75701 0.01022 -5.26536  C45 1.094
51 H -3.39212 1.56468 -4.52853  C45 1.093
52 C -1.95340 -1.42549 -4.20918  N44 1.447, C53 1.522, H59 1.094, H60 1.101
53 C -0.46022 -1.70889 -4.28758  C52 1.522, C54 1.521, H57 1.090, H58 1.092
54 C 0.15631 -1.39742 -2.93297  C38 1.504, C53 1.521, H55 1.092, H56 1.095
55 H 1.24534 -1.45774 -2.98157  C54 1.092
56 H -0.17734 -2.13581 -2.19632  C54 1.095
57 H -0.29098 -2.75036 -4.56262  C53 1.090
58 H -0.01548 -1.07069 -5.05353  C53 1.092
59 H -2.43558 -1.67488 -5.15866  C52 1.094
60 H -2.40194 -2.05282 -3.42380  C52 1.101
61 H 1.36955 0.09487 -1.11951  C37 1.080
62 H 0.39319 3.31499 0.54918  C35 1.100
63 H 1.88529 2.94418 -0.32216  C35 1.094
64 S 1.18500 -0.55763 2.65822  C13 1.658
65 H -0.96833 1.42330 0.66899  N12 1.013
66 H -1.16941 -0.83814 3.56562  C6 1.076
67 H -3.09306 -2.35065 3.83211  C5 1.078
68 H -6.58058 -3.76298 1.64086  C2 1.094
69 H -5.75914 -2.92043 0.31229  C2 1.098
70 H -7.91699 -1.80516 0.86980  C1 1.087
71 H -7.39762 -1.61068 2.55048  C1 1.087
72 H -6.57654 -0.71987 1.26988  C1 1.087



Density functional theory data (the ωB97M-V functional and the def2-TZVPD basis) for C2H4NP in the gas phase in a non-equilibrium geometry.

Output
ΔE to the lowest compared entry with this formula, charge and spin, kJ/mol: 139.73
SMILES: [H]/N=C1/CP1
Gap between HOMO and LUMO, eV: 9.8
Total charge: 0

Last columns: bonded neighbours and bond lengths (Å).
Positions of all 8 atoms, in Å:
1 C -0.43866 0.20061 -0.24301  C2 1.457, N3 1.245, P4 1.790
2 C 0.81346 -0.53594 -0.12713  C1 1.457, P4 1.946, H5 1.058, H6 1.119
3 N -1.18889 0.29795 -1.23131  C1 1.245, H7 1.036
4 P 0.39804 0.80742 1.21877  C1 1.790, C2 1.946, H8 1.444
5 H 0.83619 -1.40679 0.47394  C2 1.058
6 H 1.37399 -0.27495 -1.05922  C2 1.119
7 H -1.84735 1.09799 -1.24069  N3 1.036
8 H 0.05323 -0.18628 2.20865  P4 1.444



Copy entry 1 word for word.
Density functional theory data (the ωB97M-V functional and the def2-TZVPD basis) for a 2-piece molecular cluster, C7H12O overall in a non-equilibrium geometry.

Output
ΔE to the lowest compared entry with this formula, charge and spin, kJ/mol: 371.60
SMILES: C=C/C=C/C=C/C.O
Gap between HOMO and LUMO, eV: 9.3
Total charge: 0

Last columns: bonded neighbours and bond lengths (Å).
Positions of all 20 atoms, in Å:
1 C -2.24537 1.18366 0.58747  C2 1.348, C4 1.491, H8 1.095
2 C -3.50520 0.77452 0.33681  C1 1.348, H9 1.075, H10 1.084
3 C 0.00551 0.94157 -0.28304  C4 1.417, C7 1.429, H11 1.134
4 C -0.90687 0.54113 0.72380  C1 1.491, C3 1.417, H12 1.030
5 C 3.45025 -0.27994 -1.11310  C6 1.457, H13 1.036, H14 1.111, H15 1.151
6 C 2.01347 -0.08803 -0.97020  C5 1.457, C7 1.337, H16 1.150
7 C 1.42470 0.81560 -0.17966  C3 1.429, C6 1.337, H17 1.188
8 H -2.20242 2.27279 0.48124  C1 1.095
9 H -3.96986 -0.18756 0.45492  C2 1.075
10 H -4.18243 1.43349 -0.19477  C2 1.084
11 H -0.15891 1.32508 -1.33733  C3 1.134
12 H -0.53501 0.01912 1.52950  C4 1.030
13 H 3.83337 -0.28229 -2.07533  C5 1.036
14 H 4.09108 0.28779 -0.40478  C5 1.111
15 H 3.76697 -1.30494 -0.69660  C5 1.151
16 H 1.21012 -0.75755 -1.44905  C6 1.150
17 H 2.19873 1.50481 0.40101  C7 1.188
18 H -1.89728 -2.29776 0.81462  O20 1.015
19 H -0.97094 -2.83497 2.10077  O20 0.969
20 O -1.41988 -3.06654 1.27375  H18 1.015, H19 0.969



Question: Which of these has the highest gap between HOMO and LUMO?
Answer: C2H4NP